(P)
A cluster of 4 separate species, CH11N2O3 in total. Source: the OMol25 dataset; level of theory: ωB97M-V/def2-TZVPD.

XYZ file:
```
17
Properties=species:S:1:pos:R:3:nbo_charge:R:1
N 0.24 -0.45 0.02 -0.716
C -0.23 -1.58 0.52 0.405
N -0.21 -2.40 1.54 -0.748
H 1.13 -0.01 0.19 0.445
H -0.35 -0.05 -0.72 0.444
H -1.12 -1.88 -0.12 0.181
H -1.16 -2.90 1.84 0.457
H 0.34 -1.92 2.41 0.449
H 1.42 -1.20 4.16 0.499
H 1.32 -2.59 4.39 0.514
O 0.86 -1.91 3.82 -0.933
H -2.24 2.81 -6.67 0.465
H -2.79 3.53 -5.56 0.464
O -2.06 2.90 -5.75 -0.928
H 0.80 3.19 0.31 0.481
H 2.20 2.95 0.22 0.480
O 1.41 2.44 0.11 -0.958
```

Values from the calculation:
HOMO ... -13.37 eV
Net charge ... +1

***

(Q)
A cluster of 4 separate species, CH11N2O3 in total. Source: the OMol25 dataset; level of theory: ωB97M-V/def2-TZVPD.

XYZ file:
```
17
Properties=species:S:1:pos:R:3:nbo_charge:R:1
N 0.03 -0.61 -0.02 -0.755
C -0.48 -1.72 0.44 0.413
N -0.26 -2.32 1.57 -0.703
H 0.86 -0.07 0.22 0.453
H -0.64 0.01 -0.46 0.431
H -1.23 -2.19 -0.18 0.217
H -0.94 -2.99 1.82 0.417
H 0.33 -2.09 2.42 0.447
H 1.73 -1.07 3.53 0.493
H 1.41 -2.48 4.01 0.493
O 1.00 -1.61 3.86 -0.911
H -1.56 2.82 -6.62 0.477
H -2.36 3.72 -5.62 0.475
O -1.88 2.89 -5.72 -0.951
H 0.56 2.74 0.39 0.486
H 2.09 2.77 0.08 0.497
O 1.34 2.19 0.27 -0.977
```

Values from the calculation:
HOMO ... -13.36 eV
Net charge ... +1

***

The winner here is (Q), beating the second structure by 0.0393 hartree.

***

(P)
A structure of composition C2H7IN3. Source: the OMol25 dataset; level of theory: ωB97M-V/def2-TZVPD.

XYZ file:
```
13
Properties=species:S:1:pos:R:3:nbo_charge:R:1
C 0.72 0.50 -0.17 0.213
C -1.14 0.16 0.17 -0.311
N 0.82 -0.87 0.38 -0.457
N 1.08 0.81 -1.45 -0.820
N -0.42 -0.93 1.06 -0.419
I -2.51 1.35 1.28 0.201
H 1.08 1.25 0.57 0.230
H -1.78 -0.45 -0.43 0.208
H 1.03 -1.53 -0.48 0.418
H 1.65 1.64 -1.67 0.429
H 1.02 0.24 -2.33 0.423
H -0.45 -0.49 1.98 0.434
H -1.11 -1.67 1.09 0.451
```

Values from the calculation:
HOMO ... -13.16 eV
Net charge ... +1

***

(Q)
A structure of composition C2H7IN3. Source: the OMol25 dataset; level of theory: ωB97M-V/def2-TZVPD.

XYZ file:
```
13
Properties=species:S:1:pos:R:3:nbo_charge:R:1
C 0.19 -0.60 -0.51 0.013
C -0.94 -0.11 0.39 -0.160
N 0.97 0.68 -0.23 -0.434
N 0.77 -1.73 0.08 -0.771
N -0.12 1.54 0.17 -0.469
I -3.04 -0.14 0.24 0.354
H 0.02 -0.80 -1.54 0.225
H -0.59 -0.35 1.43 0.226
H 1.38 1.17 -1.06 0.388
H 1.46 -2.12 -0.46 0.400
H 0.83 -1.63 1.03 0.375
H -0.70 2.00 -0.59 0.412
H -0.23 2.08 1.06 0.442
```

Values from the calculation:
HOMO ... -14.13 eV
Net charge ... +1

***

The winner here is (Q), beating the second structure by 0.0219 hartree.

***

(P)
A cluster of 9 separate species, BrH16O8 in total. Source: the OMol25 dataset; level of theory: ωB97M-V/def2-TZVPD.

XYZ file:
```
25
Properties=species:S:1:pos:R:3:nbo_charge:R:1
Br 13.57 42.13 30.40 -0.927
O 13.17 45.44 31.70 -0.942
H 13.22 44.68 31.13 0.482
H 12.81 46.12 30.97 0.452
O 15.96 40.16 31.70 -0.955
H 15.39 39.78 32.29 0.442
H 15.37 40.95 31.48 0.489
O 11.40 41.19 33.42 -0.950
H 12.15 41.13 32.74 0.487
H 11.54 42.00 33.82 0.458
O 12.33 39.01 30.90 -0.935
H 12.91 38.49 31.39 0.450
H 12.77 39.81 30.92 0.474
O 16.26 44.30 30.29 -0.959
H 17.16 44.13 30.73 0.466
H 15.60 43.76 30.63 0.486
O 12.71 39.57 27.82 -0.963
H 12.83 38.65 28.16 0.471
H 12.78 40.18 28.52 0.489
O 15.94 41.81 27.56 -0.957
H 15.61 41.52 26.72 0.458
H 15.19 41.78 28.18 0.494
O 11.60 43.50 28.27 -0.925
H 12.21 43.51 28.94 0.469
H 12.21 44.04 27.75 0.446
```

Values from the calculation:
HOMO ... -6.38 eV
Net charge ... -1

***

(Q)
A cluster of 9 separate species, BrH16O8 in total. Source: the OMol25 dataset; level of theory: ωB97M-V/def2-TZVPD.

XYZ file:
```
25
Properties=species:S:1:pos:R:3:nbo_charge:R:1
Br 4.58 12.10 5.61 -0.911
O 6.04 9.74 7.58 -0.992
H 6.72 10.25 8.04 0.481
H 5.82 9.88 6.64 0.509
O 3.37 11.18 8.69 -0.938
H 3.99 11.39 7.98 0.487
H 2.70 11.71 8.57 0.441
O 3.44 12.11 2.49 -0.985
H 4.45 12.11 2.07 0.459
H 3.56 12.04 3.50 0.495
O 3.38 14.72 7.64 -0.975
H 2.86 13.98 8.17 0.465
H 4.13 14.22 7.14 0.500
O 7.73 10.85 4.16 -0.951
H 6.80 11.19 4.26 0.490
H 8.27 11.56 4.39 0.454
O 4.91 9.29 3.13 -0.959
H 4.69 10.18 3.49 0.484
H 4.34 9.20 2.30 0.468
O 1.48 11.32 6.27 -0.958
H 1.04 12.20 6.20 0.457
H 2.37 11.50 6.11 0.483
O 4.29 15.06 3.62 -0.921
H 4.28 14.45 4.25 0.469
H 5.19 14.89 3.31 0.449
```

Values from the calculation:
HOMO ... -6.55 eV
Net charge ... -1

***

The winner here is (P), beating the second structure by 0.0109 hartree.